ORCA calculation (the ωB97M-V functional and the def2-TZVPD basis) on an isolated molecule of C5H14N2 at a distorted geometry.

## Properties
**DFT total energy**: -308.39373 hartree
**E_HOMO**: -9.015 eV
**Net charge**: 0
**LUMO energy**: 1.1 eV

Each atom is followed by the atoms it is bonded to, with distances in Å.
Positions of all 21 atoms, in Å:
1 H 1.43 1.41 -0.08  C8 1.080
2 H 0.90 -0.12 1.87  C11 1.076
3 H -0.74 1.95 0.83  C16 1.150
4 H -1.37 2.11 -0.88  C16 1.118
5 H -0.06 0.26 -1.91  C7 1.089
6 H 1.25 -2.34 1.01  N9 1.010
7 C 0.06 -0.15 -0.91  H5 1.089, C8 1.516, C10 1.508, H20 1.107
8 C 1.30 0.34 -0.18  H1 1.080, C7 1.516, C11 1.536, H19 1.120
9 N 2.04 -1.73 1.13  H6 1.010, C11 1.489, H17 1.011
10 C -1.24 0.06 -0.18  C7 1.508, N12 1.468, H15 1.085, C16 1.555
11 C 1.70 -0.28 1.16  H2 1.076, C8 1.536, N9 1.489, H13 1.082
12 N -2.34 -0.68 -0.81  C10 1.468, H18 1.013, H21 1.013
13 H 2.65 0.09 1.51  C11 1.082
14 H -2.49 1.73 0.51  C16 1.078
15 H -1.26 -0.32 0.84  C10 1.085
16 C -1.52 1.56 0.08  H3 1.150, H4 1.118, C10 1.555, H14 1.078
17 H 2.80 -1.94 0.49  N9 1.011
18 H -3.23 -0.24 -0.64  N12 1.013
19 H 2.10 0.10 -0.93  C8 1.120
20 H 0.29 -1.22 -1.09  C7 1.107
21 H -2.27 -0.61 -1.82  N12 1.013

Atom charges from the natural (NBO) analysis, given in e for atoms 1 to 5: 0.205 0.188 0.207 0.198 0.204